Molecular formula: C46H63N5O2W
Method: DFT, ωB97M-V/def2-TZVPD

## Properties
- E (a.u.) = -2281.585968
- <S²> = 2.011
- energy above the lowest of the compared OMol25 structures with the same formula, charge and spin (eV) = 0.000
- Kohn-Sham gap (alpha / beta) (eV) = 6.3911 / 6.3975
- highest occupied orbital energy (alpha / beta) (eV) = -12.4764 / -12.5204

```
! RIJCOSX wB97M-V def2-TZVPD def2/J DEFGRID3
* xyz 2 3
W -0.42582 -0.58252 0.22198
C -3.06385 -2.13409 -0.29632
N -1.89198 -2.17764 0.62190
C -1.26328 -3.51830 0.52291
C -2.37621 -1.89419 2.01592
C -1.20471 -1.81419 2.97158
N -0.08868 -0.99012 2.40150
C -0.11145 0.40126 2.98986
C -1.42965 1.11309 2.89476
C -2.03175 1.55920 4.06939
C -3.19653 2.31110 4.04262
C -3.73246 2.62634 2.79512
C -3.18722 2.21581 1.58197
C -2.03506 1.42525 1.67946
O -1.47318 0.91837 0.50839
C -3.78232 2.65947 0.24360
C -2.70828 3.42897 -0.54175
C -4.28182 1.45432 -0.56600
C -4.97884 3.59889 0.42413
C -3.88464 2.82417 5.30415
C -3.90351 4.36013 5.26996
C -5.32510 2.29300 5.34629
C -3.16538 2.37578 6.57545
C 1.21962 -1.63395 2.79447
C 2.44555 -1.48235 1.91905
C 3.58558 -2.13263 2.38334
C 4.80255 -2.03287 1.72694
C 4.86051 -1.23264 0.58851
C 3.76125 -0.56228 0.06141
C 2.54908 -0.74175 0.74837
O 1.40612 -0.17455 0.22112
C 3.90254 0.37218 -1.14337
C 3.47233 1.79289 -0.74592
C 5.35600 0.44983 -1.62099
C 3.05654 -0.11362 -2.32891
C 6.02542 -2.76135 2.27926
C 6.32297 -2.23815 3.69226
C 5.73432 -4.26734 2.33978
C 7.26824 -2.54708 1.41489
H -3.77531 -2.91389 -0.01590
H -2.73301 -2.30201 -1.31915
H -3.54730 -1.16220 -0.22125
H -1.94079 -4.28034 0.91528
H -0.32779 -3.55347 1.08327
H -1.06071 -3.73948 -0.52410
H -3.05731 -2.69660 2.31447
H -2.93861 -0.96088 1.98314
H -0.83138 -2.81805 3.15638
H -1.52403 -1.41060 3.93370
H 0.68932 0.95268 2.48685
H 0.17108 0.31399 4.04172
H -1.55463 1.32368 5.01133
H -4.62556 3.22907 2.77197
H -1.80694 2.83753 -0.70439
H -2.41440 4.33150 -0.00508
H -3.10575 3.73357 -1.51144
H -3.46871 0.79133 -0.85749
H -4.76776 1.79941 -1.47964
H -5.02071 0.88318 0.00124
H -4.70884 4.50854 0.96078
H -5.80797 3.11635 0.94366
H -5.33942 3.89882 -0.55983
H -4.45660 4.74022 4.41066
H -2.89165 4.76589 5.23067
H -4.38740 4.74388 6.16878
H -5.90433 2.61742 4.48147
H -5.83029 2.66508 6.23793
H -5.34221 1.20203 5.37906
H -2.14467 2.75936 6.62510
H -3.13772 1.28761 6.66704
H -3.69727 2.76013 7.44555
H 1.03880 -2.70184 2.91107
H 1.46942 -1.26261 3.79214
H 3.51438 -2.71454 3.29565
H 5.80945 -1.12307 0.09145
H 4.09573 2.16757 0.06712
H 2.43005 1.83980 -0.42983
H 3.59689 2.46394 -1.59706
H 6.02238 0.81318 -0.83836
H 5.41523 1.15106 -2.45324
H 5.72753 -0.51274 -1.97638
H 1.99430 -0.01113 -2.12429
H 3.27687 -1.15732 -2.56683
H 3.28325 0.48530 -3.21278
H 5.49138 -2.41609 4.37566
H 6.52972 -1.16707 3.67969
H 7.19733 -2.74711 4.09982
H 4.88633 -4.49313 2.98802
H 6.60044 -4.79641 2.73862
H 5.52143 -4.66701 1.34672
H 7.55644 -1.49554 1.36760
H 7.12623 -2.91648 0.39721
H 8.10595 -3.09442 1.84624
N 0.01987 -1.30881 -7.03479
C -0.15349 -0.81711 -8.31053
C 0.18189 -1.32543 -9.56317
C -0.15847 -0.54490 -10.64585
C -0.80945 0.69663 -10.49767
C -1.13854 1.19462 -9.26068
C -0.80067 0.41896 -8.14617
N -1.00315 0.66676 -6.81092
C -0.50479 -0.36743 -6.18384
C -0.53254 -0.46670 -4.73700
C -0.04173 -1.55933 -4.01248
C -0.11958 -1.54132 -2.64017
N -0.64431 -0.51211 -1.94864
C -1.11151 0.54728 -2.64299
C -1.07867 0.59959 -4.01291
H 0.47997 -2.17011 -6.80003
H 0.67969 -2.27771 -9.68380
H 0.07773 -0.89122 -11.64266
H -1.05157 1.26287 -11.38629
H -1.63746 2.14591 -9.14220
H 0.40254 -2.42015 -4.49125
H 0.28212 -2.37415 -2.06879
H -1.50429 1.36538 -2.05580
H -1.46130 1.46203 -4.53851
*
```

Mulliken atomic charge list, values in e, 4 entries: 0.950, -1.041, -0.335, -0.895


Molecular formula: C23H30CoN6O
Method: DFT, ωB97M-V/def2-TZVPD

## Properties
- E (a.u.) = -2680.771380
- <S²> = 6.092
- energy above the lowest of the compared OMol25 structures with the same formula, charge and spin (eV) = 0.029
- Kohn-Sham gap (alpha / beta) (eV) = 6.7091 / 4.6447
- highest occupied orbital energy (alpha / beta) (eV) = -9.2928 / -9.4376

```
! RIJCOSX wB97M-V def2-TZVPD def2/J DEFGRID3
* xyz 1 5
Co -0.41657 -0.48874 -0.35248
C -0.08103 1.11329 -2.92013
C 0.63189 2.31972 -2.30271
C 1.01168 2.18695 -0.82155
N -0.05200 1.55745 -0.04662
C -0.84248 2.18872 0.74488
C -0.88032 3.63766 0.83699
C -1.46912 4.44803 1.76181
C -2.15097 4.10620 2.94173
C -2.49029 2.82797 3.40492
C -2.35720 1.61674 2.78675
C -1.78575 1.27700 1.49897
N -1.91555 0.11378 0.96775
C -2.65315 -0.97947 1.57996
C -1.72615 -1.87442 2.45393
C -0.25883 -1.46731 2.54953
N 0.37728 -1.42803 1.24769
C 1.69544 -1.52354 1.14523
C 2.53579 -1.54830 2.27953
C 3.87696 -1.85578 2.43653
C 4.81885 -2.23675 1.49883
C 4.60830 -2.26230 0.13166
C 3.50631 -1.87789 -0.61477
C 2.21907 -1.43113 -0.25098
N 1.36482 -0.94037 -1.14183
C 1.84443 -0.64899 -2.48017
C 0.78193 -0.05685 -3.40605
H -0.85845 0.76264 -2.23157
H -0.65100 1.46475 -3.78352
H 1.54813 2.53674 -2.85830
H -0.00905 3.19789 -2.41868
H 1.87439 1.52851 -0.71815
H 1.29967 3.15621 -0.41500
H -0.36854 4.14639 0.03130
H -1.35519 5.51054 1.58279
H -2.44536 4.93353 3.57458
H -2.96198 2.79839 4.38009
H -2.73555 0.77132 3.34512
H -3.51551 -0.62835 2.14684
H -3.04095 -1.57089 0.75261
H -2.12732 -1.91321 3.46874
H -1.77009 -2.89190 2.06471
H -0.16625 -0.49686 3.06134
H 0.23003 -2.19487 3.20364
H 2.03098 -1.30821 3.20538
H 4.22666 -1.81447 3.46300
H 5.80105 -2.51256 1.85857
H 5.45271 -2.59292 -0.46416
H 3.66802 -1.93594 -1.68172
H 2.71171 0.02488 -2.42322
H 2.21290 -1.55183 -2.98086
H 1.30884 0.26333 -4.30969
H 0.10702 -0.85500 -3.72954
N -3.14000 -0.94313 -3.25384
C -2.33232 -1.81404 -2.61173
N -2.15539 -3.03328 -3.15870
O -1.75134 -1.50311 -1.56326
H -3.66668 -1.19325 -4.07096
H -3.32685 -0.06330 -2.80817
H -2.69228 -3.36048 -3.94128
H -1.59533 -3.69116 -2.64575
*
```

Mulliken atomic charge list, values in e, 4 entries: 0.219, -0.415, -0.660, -1.025


Molecular formula: C21H46NO5S
Method: DFT, ωB97M-V/def2-TZVPD

## Properties
- E (a.u.) = -1656.562632
- Kohn-Sham gap (eV) = 8.2526
- highest occupied orbital energy (eV) = -11.8425

```
! RIJCOSX wB97M-V def2-TZVPD def2/J DEFGRID3
* xyz 1 1
C 6.29809 2.84418 2.07274
C 6.18814 1.33600 2.35656
C 6.84995 0.45467 1.28415
C 5.84723 -0.22074 0.34511
C 5.49769 -1.66445 0.75158
C 3.97741 -1.94796 0.87489
C 3.68867 -2.75328 2.14658
C 2.24246 -2.66681 2.60691
C 1.28021 -3.55535 1.82442
C -0.18366 -3.10782 2.04988
C -0.93628 -2.87691 0.72800
C -2.02156 -1.78849 0.85439
C -1.58143 -0.51295 0.16110
C -2.57777 0.62716 0.33479
C -2.53906 1.25331 1.72607
O -3.84428 1.23580 2.26160
C -3.98174 0.67032 3.50760
O -5.06164 0.69095 4.08707
S -1.97763 2.99889 1.78411
C -1.37916 3.52952 0.20051
O -0.89049 3.06443 2.71719
O -3.08394 3.83780 2.12771
H 5.38609 3.35868 2.35333
H 7.09431 3.26383 2.67978
H 6.53911 3.05817 1.03935
H 5.13821 1.08002 2.45500
H 6.66945 1.13570 3.30558
H 7.52205 1.06867 0.69136
H 7.48060 -0.28201 1.76896
H 6.32918 -0.26664 -0.62704
H 4.97139 0.40933 0.22352
H 6.01324 -1.92730 1.66639
H 5.89714 -2.33222 -0.00379
H 3.71812 -2.55342 0.01528
H 3.43657 -1.00837 0.87917
H 4.32070 -2.38069 2.94572
H 3.99472 -3.78082 1.96325
H 2.20518 -2.98943 3.64527
H 1.91394 -1.63184 2.62112
H 1.52400 -3.58831 0.76782
H 1.35823 -4.56683 2.20542
H -0.21020 -2.17783 2.60870
H -0.69032 -3.86055 2.64132
H -0.18912 -2.51935 0.02687
H -1.36454 -3.80939 0.38816
H -2.21183 -1.60966 1.90904
H -2.92688 -2.17420 0.39768
H -1.52137 -0.75609 -0.89731
H -0.57637 -0.24447 0.48298
H -3.56778 0.20453 0.21462
H -2.42097 1.32940 -0.47910
H -1.84913 0.69744 2.35339
H -3.09672 0.18187 3.93649
H -2.18241 3.91205 -0.41348
H -0.80874 2.78160 -0.33812
H -0.71780 4.35708 0.41781
C -4.82958 1.47769 -5.95226
C -5.35341 1.40130 -4.52569
C -4.28334 1.55053 -3.44449
O -3.50587 0.37292 -3.35071
C -2.27671 0.38212 -4.09317
N -5.95644 0.03651 -4.30888
H -4.24587 0.59735 -6.22437
H -5.65330 1.55566 -6.66357
H -4.20192 2.35658 -6.07840
H -6.14712 2.13381 -4.38330
H -4.77982 1.66644 -2.47572
H -3.67481 2.44079 -3.60344
H -1.90073 1.39488 -4.23794
H -2.40951 -0.10336 -5.06120
H -1.54621 -0.19084 -3.52675
H -6.53726 -0.27319 -5.08808
H -6.51102 -0.00349 -3.45082
H -5.17634 -0.62294 -4.17875
*
```

Mulliken atomic charge list, values in e, 4 entries: -1.180, -0.403, -0.943, -0.777


Molecular formula: C7H10O2
Method: DFT, ωB97M-V/def2-TZVPD

## Properties
- E (a.u.) = -423.002143
- energy above the lowest of the compared OMol25 structures with the same formula, charge and spin (eV) = 5.382
- Kohn-Sham gap (alpha / beta) (eV) = 8.1703 / 8.1735
- highest occupied orbital energy (alpha / beta) (eV) = -7.3604 / -7.3645

```
! RIJCOSX wB97M-V def2-TZVPD def2/J DEFGRID3
* xyz 0 1
C 1.49540 -0.18137 -0.44062
C 2.05064 -0.80685 -1.49175
C -2.63968 -1.59931 -0.39833
C -1.76672 -0.71002 0.11990
C 1.61554 0.09262 1.05985
C 0.31606 0.97319 1.35144
C -0.33425 1.14797 -0.09308
O -0.09033 2.39198 -0.66486
O -1.58960 0.58267 -0.34794
H 1.35667 -0.81240 -2.36146
H 3.08064 -1.23889 -1.68612
H -2.64567 -2.53405 -0.00188
H -3.04646 -1.47812 -1.38779
H -1.09931 -0.82309 0.97592
H 1.61644 -0.79794 1.66741
H 2.50273 0.64364 1.23576
H -0.43385 0.57443 1.99779
H 0.50854 2.00051 1.75055
H -0.89679 2.57504 -1.28478
*
```

Mulliken atomic charge list, values in e, 4 entries: 0.087, -0.651, -0.969, 0.316


Molecular formula: C3H5NO2
Method: DFT, ωB97M-V/def2-TZVPD

## Properties
- E (a.u.) = -322.192409
- <S²> = 2.010
- energy above the lowest of the compared OMol25 structures with the same formula, charge and spin (eV) = 5.203
- Kohn-Sham gap (alpha / beta) (eV) = 8.1656 / 6.7268
- highest occupied orbital energy (alpha / beta) (eV) = -7.3877 / -8.7667

```
! RIJCOSX wB97M-V def2-TZVPD def2/J DEFGRID3
* xyz 0 3
C -0.07192 -0.12899 -0.35387
C -0.27386 -0.43473 1.83221
C -0.49818 0.59084 -1.56761
N 1.11775 -0.49037 0.11747
O 2.12965 -0.69550 -0.55838
O 0.98826 -0.85746 1.54577
H -0.51600 0.56730 1.95310
H -1.08988 -0.95890 2.21352
H -0.76119 -0.12211 -2.22262
H 0.23498 1.33785 -1.74083
H -1.25962 1.19207 -1.21875
*
```

Mulliken atomic charge list, values in e, 4 entries: 0.099, -0.533, -1.023, 0.607